No. 1
One molecule with the formula C2H3N3 at a distorted geometry. Source: the OMol25 dataset; level of theory: ωB97M-V with the def2-TZVPD basis set.

Its charge is 0. The spin multiplicity is 1. Its energy is -242.1580 Eh. Its HOMO-LUMO gap is 9.364 eV. Its energy above the lowest of the compared OMol25 structures with the same formula, charge and spin is 301.1 kJ/mol.

Bonds (Å) are listed after each position.
Positions of all 8 atoms, in Å:
1 N 0.88589 -0.36452 -0.01100  C2 1.362, N5 1.306, H6 1.012
2 C 0.00346 -0.06788 0.98271  N1 1.362, C3 1.386, H7 1.075
3 C -1.21326 0.27674 0.41473  C2 1.386, N4 1.373
4 N -0.86732 0.16139 -0.90892  C3 1.373, N5 1.349, H8 1.006
5 N 0.39770 -0.19750 -1.21103  N1 1.306, N4 1.349
6 H 1.82587 -0.72585 0.08978  N1 1.012
7 H 0.30497 -0.00439 2.01288  C2 1.075
8 H -1.33731 0.92201 -1.36915  N4 1.006

=====

No. 2
A 2-piece molecular cluster, C2H3N3O overall at a distorted geometry. Source: the OMol25 dataset; level of theory: ωB97M-V with the def2-TZVPD basis set.

Its charge is 0. The spin multiplicity is 1. Its energy is -317.3707 Eh. Its HOMO-LUMO gap is 9.121 eV. Its energy above the lowest of the compared OMol25 structures with the same formula, charge and spin is 424.4 kJ/mol.

Bonds (Å) are listed after each position.
Positions of all 9 atoms, in Å:
1 O 2.59064 0.73587 0.09890  C2 1.319, H7 0.974
2 C 1.42542 0.66281 0.71175  O1 1.319, N3 1.212
3 N 0.28171 0.93683 0.41993  C2 1.212, N4 1.252
4 N -0.96333 0.88660 0.29823  N3 1.252, H8 1.024
5 C -1.51725 -1.97686 -0.40608  N6 1.156, H9 1.088
6 N -1.26171 -3.06746 -0.69272  C5 1.156
7 H 2.48802 0.96034 -0.84317  O1 0.974
8 H -1.35221 1.79849 0.55401  N4 1.024
9 H -1.69129 -0.93662 -0.14086  C5 1.088

=====

No. 3
One molecule with the formula C2H3N3O at a distorted geometry. Source: the OMol25 dataset; level of theory: ωB97M-V with the def2-TZVPD basis set.

Its charge is 0. The spin multiplicity is 1. Its energy is -317.2543 Eh. Its HOMO-LUMO gap is 8.109 eV. Its energy above the lowest of the compared OMol25 structures with the same formula, charge and spin is 729.8 kJ/mol.

Bonds (Å) are listed after each position.
Positions of all 9 atoms, in Å:
1 C -2.62503 0.69672 0.46450  O6 1.256, H7 1.213
2 C 1.09024 -0.27058 0.45821  N3 1.212, N5 1.343
3 N 0.07629 -0.83193 0.10533  C2 1.212, N4 1.184
4 N -1.08460 -1.02021 -0.03508  N3 1.184, O6 1.625
5 N 2.27193 -0.00161 -0.12014  C2 1.343, H8 0.953, H9 1.050
6 O -1.82751 0.36449 -0.44770  C1 1.256, N4 1.625
7 H -3.22760 1.62064 -0.03974  C1 1.213
8 H 2.95539 0.11770 0.53392  N5 0.953
9 H 2.37088 -0.67523 -0.91930  N5 1.050

=====

No. 4
One molecule with the formula C2H3N3O at a distorted geometry. Source: the OMol25 dataset; level of theory: ωB97M-V with the def2-TZVPD basis set.

Its charge is 0. The spin multiplicity is 1. Its energy is -317.4826 Eh. Its HOMO-LUMO gap is 9.552 eV. Its energy above the lowest of the compared OMol25 structures with the same formula, charge and spin is 130.6 kJ/mol.

Bonds (Å) are listed after each position.
Positions of all 9 atoms, in Å:
1 N 0.88051 -1.07607 -0.00076  C2 1.378, H7 1.012, H8 1.010
2 C 0.70419 0.23968 -0.37197  N1 1.378, C3 1.480, O6 1.216
3 C -0.66359 0.78056 -0.20387  C2 1.480, N4 1.301, H9 1.080
4 N -1.39941 0.45658 0.81926  C3 1.301, N5 1.134
5 N -2.04337 0.19654 1.71607  N4 1.134
6 O 1.60771 0.93466 -0.79424  C2 1.216
7 H 1.79507 -1.43983 -0.23417  N1 1.012
8 H 0.11588 -1.71995 -0.14470  N1 1.010
9 H -0.99700 1.62782 -0.78561  C3 1.080

=====

No. 5
One molecule with the formula C2H3N3O at a distorted geometry. Source: the OMol25 dataset; level of theory: ωB97M-V with the def2-TZVPD basis set.

Its charge is 0. The spin multiplicity is 1. Its energy is -317.4167 Eh. Its HOMO-LUMO gap is 10.427 eV. Its energy above the lowest of the compared OMol25 structures with the same formula, charge and spin is 303.6 kJ/mol.

Bonds (Å) are listed after each position.
Positions of all 9 atoms, in Å:
1 N 1.94950 -0.08326 0.31027  C2 1.365, H7 1.024, H8 1.192
2 C 0.66215 0.02038 -0.13209  N1 1.365, N3 1.275, O6 1.275
3 N -0.09234 -1.00668 -0.17772  C2 1.275, C4 1.425
4 C -1.44540 -0.62186 0.04696  N3 1.425, N5 1.241, H9 1.018
5 N -1.46957 0.60926 0.20170  C4 1.241, O6 1.525
6 O -0.07157 1.06001 -0.20691  C2 1.275, N5 1.525
7 H 2.54318 0.65271 -0.08378  N1 1.024
8 H 2.32467 -1.02714 -0.31406  N1 1.192
9 H -2.30889 -1.13202 0.22408  C4 1.018

=====

No. 6
One molecule with the formula C2H3N3O. Source: the OMol25 dataset; level of theory: ωB97M-V with the def2-TZVPD basis set.

Its charge is 0. The spin multiplicity is 1. Its energy is -317.5292 Eh. Its HOMO-LUMO gap is 9.997 eV. Its energy above the lowest of the compared OMol25 structures with the same formula, charge and spin is 8.2 kJ/mol.

Bonds (Å) are listed after each position.
Positions of all 9 atoms, in Å:
1 O -1.62607 1.51961 -0.11227  C2 1.211
2 C -0.78393 0.64999 -0.09542  O1 1.211, N3 1.391, N6 1.382
3 N 0.59705 0.76563 0.02037  C2 1.391, C4 1.385, H7 1.011
4 C 1.13530 -0.51009 0.03409  N3 1.385, N5 1.291, H8 1.083
5 N 0.22446 -1.41894 -0.07082  C4 1.291, N6 1.378
6 N -0.95402 -0.71757 -0.20254  C2 1.382, N5 1.378, H9 1.007
7 H 1.01438 1.66599 0.21182  N3 1.011
8 H 2.18880 -0.75214 0.09685  C4 1.083
9 H -1.78570 -1.13028 0.18659  N6 1.007